Entry 1:
Below is the molecule C2H6INO2S in a non-equilibrium geometry, with properties calculated with the ωB97M-V functional and the def2-TZVPD basis.

Geometry (Å):
C1 -0.946654 -0.645198 0.561931
C2 -0.746284 0.487327 -0.416625
N1 3.438722 0.919883 -1.212912
O1 0.514722 1.616813 1.793215
O2 1.467419 2.077393 -0.488588
S1 0.858716 1.158769 0.481056
I1 3.231718 -0.469594 0.095545
H1 -1.092261 -0.380812 1.533100
H2 -1.763010 -1.240064 0.339956
H3 -0.099830 -1.295097 0.358208
H4 -1.401318 1.339369 -0.369845
H5 -0.371361 0.057566 -1.409446
H6 3.803959 1.878207 -0.968194

Force components x, y, z for each atom (eV/Å):
0.56 -0.65 -2.93
2.73 -0.79 0.83
0.18 0.49 -0.82
-0.27 0.27 1.08
-0.36 -0.02 0.43
0.08 0.11 -3.02
-0.05 1.23 0.02
0.20 0.99 2.78
-1.96 -1.17 -0.84
0.23 -0.26 0.78
-0.36 0.13 -0.43
-0.79 1.28 1.23
-0.18 -1.62 0.88

The calculation puts the gap between HOMO and LUMO (spin up / spin down) at 6.433 / 6.434 eV. Its total energy is -980.7250 Ha. The value obtained for the HOMO energy (spin up / spin down) is -0.3089 / -0.3091 Ha. The energy above the lowest of the compared OMol25 structures with the same formula, charge and spin comes out at 84.9 kcal per mole. As for the spin multiplicity: 1. As for the charge: 0.

---

Entry 2:
Below is a cluster of 2 separate species, CH5BO3 in total in a non-equilibrium geometry, with properties calculated with the ωB97M-V functional and the def2-TZVPD basis.

Geometry (Å):
B1 0.210824 -0.048312 0.286994
C1 1.275516 -0.119213 -1.909105
O1 0.046106 0.158602 1.480261
O2 -1.776106 -0.970735 3.449645
O3 0.257537 -0.211320 -0.961728
H1 0.817086 0.458149 -2.701714
H2 1.579628 -1.142757 -2.055529
H3 2.085379 0.278280 -1.459758
H4 -1.390851 -0.588262 2.676711
H5 -0.874389 -1.334611 3.697227

Force components x, y, z for each atom (eV/Å):
-0.45 0.61 2.52
-1.73 -1.50 -0.72
0.17 -0.20 -0.01
2.07 -1.29 1.04
-1.38 -0.47 -0.99
0.73 -0.29 -0.61
-0.11 -0.33 -1.28
2.76 2.14 1.03
-0.34 1.22 -1.56
-1.73 0.11 0.58

The calculation puts the gap between HOMO and LUMO at 10.725 eV. Its total energy is -291.7173 Ha. The SMILES is COB=O.O. The value obtained for the HOMO energy is -0.3890 Ha. The energy above the lowest of the compared OMol25 structures with the same formula, charge and spin comes out at 50.4 kcal per mole. As for the spin multiplicity: 1. As for the charge: 0.

---

Entry 3:
Below is a cluster of 11 separate species, C24H51Cl6N3O21 in total in a non-equilibrium geometry, with properties calculated with the ωB97M-V functional and the def2-TZVPD basis.

Geometry (Å):
Cl1 1.234959 -6.969328 -24.819088
C1 0.470344 -7.205341 -26.400010
C2 -0.381534 -8.475169 -26.498123
Cl2 0.503787 -9.946654 -26.041248
H1 1.230838 -7.279348 -27.175461
H2 -0.222924 -6.392399 -26.591899
H3 -0.734104 -8.601309 -27.517648
H4 -1.220663 -8.302298 -25.821961
Cl3 4.709287 -4.859826 -25.911970
C3 4.806983 -5.246329 -27.695487
C4 5.586251 -4.139927 -28.374237
Cl4 5.639610 -4.537344 -30.109943
H5 3.759887 -5.241548 -27.983167
H6 5.225685 -6.243667 -27.712864
H7 6.589169 -4.144727 -27.957827
H8 5.087397 -3.184899 -28.266894
Cl5 2.225719 -6.981452 -29.820985
C5 2.681233 -6.013915 -31.246234
C6 1.601076 -6.151811 -32.285906
Cl6 0.020739 -5.432617 -31.769194
H9 3.600239 -6.455536 -31.622891
H10 2.847733 -4.979000 -30.975119
H11 1.341321 -7.157936 -32.578421
H12 1.851763 -5.503138 -33.118147
C7 2.696722 -1.006503 -28.191601
N1 2.306471 -2.449356 -28.312921
O1 2.425013 -3.026073 -29.374341
O2 1.866393 -2.978549 -27.309772
H13 3.692344 -0.946583 -28.620043
H14 2.671101 -0.742134 -27.143378
H15 1.920147 -0.474520 -28.737291
C8 2.609935 -8.099313 -36.711089
N2 2.323070 -7.640019 -35.325084
O3 1.174052 -7.731219 -34.949038
O4 3.260414 -7.179161 -34.717915
H16 3.167485 -7.299893 -37.207776
H17 1.712308 -8.181045 -37.311862
H18 3.279258 -8.952495 -36.662667
C9 6.085481 -8.725672 -33.488339
N3 6.216035 -8.191466 -34.887884
O5 5.859102 -8.892173 -35.810209
O6 6.651680 -7.066678 -34.983854
H19 7.010132 -8.456239 -32.987056
H20 6.020991 -9.806623 -33.503284
H21 5.215093 -8.203427 -33.104404
C10 -6.179912 -3.008665 -35.902729
O7 -5.179445 -2.830322 -34.897607
C11 -4.083658 -3.564343 -34.937947
O8 -3.887636 -4.465197 -35.720048
O9 -3.265531 -3.173533 -33.975855
C12 -2.048663 -3.905983 -33.783367
H22 -5.813002 -2.668947 -36.866910
H23 -6.991125 -2.363053 -35.577694
H24 -6.510457 -4.043688 -35.880048
H25 -2.137256 -4.911737 -34.184720
H26 -1.946041 -3.977052 -32.705641
H27 -1.217958 -3.338442 -34.194805
C13 0.917154 -10.076800 -32.652340
O10 2.289459 -9.917268 -32.311322
C14 2.581564 -10.173178 -31.033032
O11 1.808761 -10.477752 -30.162980
O12 3.889605 -9.967927 -30.863643
C15 4.378835 -10.204241 -29.546865
H28 0.515620 -10.991676 -32.220629
H29 0.843654 -10.126790 -33.737122
H30 0.314722 -9.218519 -32.346904
H31 5.384929 -9.804666 -29.460234
H32 4.371162 -11.272473 -29.342980
H33 3.756489 -9.665336 -28.832618
C16 -1.788276 -0.401794 -28.020901
O13 -0.802118 -0.268086 -29.012274
C17 -0.753857 -1.214742 -29.938260
O14 -1.485212 -2.163538 -29.993558
O15 0.222472 -0.940682 -30.782223
C18 0.393207 -1.829947 -31.885557
H34 -1.577410 0.289740 -27.207805
H35 -1.798721 -1.359286 -27.484320
H36 -2.798738 -0.298962 -28.411159
H37 0.887977 -2.753114 -31.589657
H38 1.065096 -1.305337 -32.564451
H39 -0.556877 -1.993634 -32.387199
C19 -2.013226 -5.031291 -28.504247
O16 -2.140092 -6.200524 -29.305000
C20 -3.335226 -6.798490 -29.192293
O17 -4.234547 -6.406136 -28.521970
O18 -3.357772 -7.959660 -29.848053
C21 -2.384136 -8.188452 -30.880253
H40 -1.056296 -4.570858 -28.748510
H41 -2.113701 -5.159048 -27.430815
H42 -2.730914 -4.286141 -28.850920
H43 -2.009354 -7.306974 -31.385736
H44 -2.895417 -8.860276 -31.571922
H45 -1.574609 -8.784029 -30.449212
C22 3.917569 -1.102049 -32.043432
O19 3.906231 -1.469213 -33.433721
C23 3.737582 -2.751783 -33.726653
O20 3.613924 -3.617909 -32.901369
O21 3.965041 -2.893233 -35.017220
C24 3.789280 -4.184640 -35.620613
H46 4.030104 -1.970178 -31.399916
H47 2.975679 -0.613865 -31.796041
H48 4.728502 -0.382001 -31.978676
H49 2.778301 -4.575912 -35.512900
H50 4.540627 -4.837956 -35.186260
H51 3.941437 -4.012342 -36.681826

Force components x, y, z for each atom (eV/Å):
-0.09 0.03 -0.06
-0.22 -1.01 -0.77
0.06 0.79 0.74
-0.09 0.02 -0.04
0.18 0.45 0.21
0.27 0.32 -0.04
-0.02 0.06 -0.05
-0.07 -0.62 -0.05
0.19 0.06 -0.28
-0.88 0.64 1.26
-0.04 -1.10 0.24
0.20 0.16 -0.22
0.08 -0.21 -0.37
0.22 0.05 -0.49
0.11 0.37 -0.24
0.09 0.08 0.10
0.09 -0.06 0.42
-0.46 -0.46 -0.27
-0.41 1.00 -0.04
0.20 -0.11 0.36
0.06 0.12 -0.11
-0.03 -0.01 0.19
0.41 -0.10 -0.07
0.30 -0.43 -0.29
-0.22 -0.59 -0.27
-0.43 -0.50 0.98
0.30 0.43 -0.37
0.03 0.16 -0.10
-0.10 0.36 -0.16
0.07 -0.08 0.07
0.29 0.22 -0.22
0.61 0.88 -0.83
-0.34 -0.22 -1.29
0.12 0.05 0.42
0.09 0.00 0.67
0.22 -0.03 0.41
-0.28 -0.65 0.50
-0.28 -0.22 0.02
0.53 0.12 -0.45
0.07 -0.23 0.47
-0.10 -0.05 -0.16
-0.02 0.12 -0.20
-0.18 0.32 0.17
-0.48 0.02 -0.18
-0.02 -0.26 0.34
0.08 -0.05 0.56
-0.10 0.91 0.52
0.00 -0.90 -0.74
0.08 0.12 0.03
-0.04 0.40 0.17
-0.52 -0.12 0.46
0.03 -0.30 -0.14
-0.04 -0.01 -0.07
0.02 -0.04 -0.42
0.16 0.10 -0.25
0.12 0.10 0.02
0.04 -0.16 -0.20
-0.59 -0.10 -0.33
0.12 -0.02 -0.07
-0.04 0.47 0.59
0.04 -0.18 -0.38
0.34 0.05 -0.54
-0.33 0.18 0.50
-0.01 0.08 0.08
0.29 -0.06 0.04
0.15 -0.04 0.30
0.07 -0.05 -0.41
-0.01 0.01 0.15
-0.07 -0.22 0.07
-0.88 -0.74 1.42
0.72 0.52 0.14
-0.44 -0.56 -0.11
-0.25 -0.33 -0.06
0.55 0.53 0.08
0.32 0.14 -0.46
0.00 0.54 -0.51
0.42 -0.24 -0.63
0.08 0.36 -0.17
-0.31 -0.07 0.17
-0.12 0.05 -0.01
0.00 -0.20 0.14
0.16 1.54 -0.80
0.15 -0.09 0.42
0.83 -0.55 0.06
-0.71 0.21 0.36
-0.24 0.51 -0.48
-0.11 -1.35 0.16
0.20 -0.44 0.09
-0.13 -0.52 0.00
-0.23 -0.13 0.26
-0.12 0.16 0.18
0.02 0.25 -0.15
0.22 0.36 -0.04
-0.15 0.14 -0.31
-0.43 0.48 -0.01
1.55 0.05 0.60
-0.79 -0.72 -0.15
-0.84 0.20 -0.77
0.26 0.26 0.20
0.24 -0.02 -0.04
0.01 0.05 -0.04
0.05 -0.08 0.34
0.00 0.07 0.43
-0.16 -0.37 -0.21
0.29 -0.05 0.02

The calculation puts the gap between HOMO and LUMO at 9.959 eV. Its total energy is -5450.2848 Ha. The SMILES is C[N+](=O)[O-].C[N+](=O)[O-].C[N+](=O)[O-].COC(=O)OC.COC(=O)OC.COC(=O)OC.COC(=O)OC.COC(=O)OC.ClCCCl.ClCCCl.ClCCCl. The value obtained for the HOMO energy is -0.3761 Ha. As for the spin multiplicity: 1. As for the charge: 0.

---

Entry 4:
Below is a cluster of 9 separate species, C14H46O9 in total in a non-equilibrium geometry, with properties calculated with the ωB97M-V functional and the def2-TZVPD basis.

Geometry (Å):
C1 -18.528297 3.344352 -23.001812
C2 -18.964165 1.910968 -22.673157
O1 -20.234934 2.051686 -21.995786
H1 -18.455874 3.981290 -22.094431
H2 -19.271607 3.721813 -23.656253
H3 -17.550982 3.403592 -23.497465
H4 -18.317316 1.348093 -21.967228
H5 -19.105250 1.309827 -23.552003
H6 -20.579306 1.157315 -21.894155
C3 -23.272341 -4.219278 -22.794293
C4 -23.847121 -4.659279 -21.451340
O2 -23.766258 -3.631569 -20.494441
H7 -23.313753 -5.030109 -23.500924
H8 -22.210127 -3.959732 -22.616083
H9 -23.901513 -3.402881 -23.168953
H10 -23.417372 -5.578800 -21.010516
H11 -24.890301 -4.853974 -21.564734
H12 -23.745595 -4.106178 -19.700388
C5 -21.244921 -0.351380 -19.471911
C6 -21.748116 -0.909996 -20.854448
O3 -20.629639 -0.749524 -21.696757
H13 -22.127335 -0.212921 -18.872244
H14 -20.744069 0.605184 -19.595907
H15 -20.547399 -1.109811 -19.062940
H16 -22.564804 -0.302164 -21.180080
H17 -22.064213 -1.985157 -20.702520
H18 -20.943483 -0.812913 -22.600306
C7 -24.779168 0.006731 -19.703195
C8 -25.721523 -0.647263 -20.740041
O4 -24.976879 -1.336751 -21.730477
H19 -24.219176 -0.787833 -19.260776
H20 -25.331283 0.586087 -18.941969
H21 -24.173848 0.659728 -20.275615
H22 -26.337491 0.092208 -21.224560
H23 -26.385040 -1.301504 -20.240775
H24 -24.545832 -2.073229 -21.309465
C9 -20.412000 -4.951217 -24.367328
C10 -19.055983 -5.299985 -25.003176
O5 -18.174599 -5.398971 -23.941650
H25 -20.358809 -3.879846 -24.150074
H26 -20.558924 -5.542973 -23.429593
H27 -21.373349 -5.167911 -24.922790
H28 -18.717488 -4.709889 -25.851578
H29 -19.196769 -6.260214 -25.379362
H30 -17.583139 -4.653713 -23.876841
C11 -22.812045 -0.923774 -24.183001
O6 -21.764531 -0.013526 -24.131050
H31 -23.137735 -1.225438 -23.158836
H32 -22.458991 -1.829376 -24.726701
H33 -23.687193 -0.457837 -24.701230
H34 -21.393617 0.223005 -24.978067
C12 -20.033542 2.098981 -25.812166
O7 -19.672199 0.747197 -25.866721
H35 -20.506614 2.214551 -26.784584
H36 -19.230603 2.825150 -25.597124
H37 -20.804487 2.277948 -25.048184
H38 -18.747671 0.683031 -25.673011
C13 -19.508718 -2.063253 -27.503057
O8 -19.918129 -1.883149 -26.165624
H39 -20.359062 -1.927269 -28.124477
H40 -19.201760 -3.158408 -27.712084
H41 -18.662851 -1.372982 -27.708930
H42 -19.774875 -0.934841 -26.055079
C14 -23.169253 3.098204 -22.976572
O9 -22.065355 4.016707 -22.932791
H43 -23.060919 2.180179 -23.588299
H44 -24.154168 3.506327 -23.269986
H45 -23.139086 2.569438 -22.049863
H46 -21.284759 3.551027 -22.537093

Force components x, y, z for each atom (eV/Å):
1.02 -0.70 1.00
-0.24 0.59 1.76
0.47 0.38 -0.47
-0.23 -0.52 -0.49
-0.66 0.77 -0.55
-0.18 -0.19 0.01
0.12 0.49 -0.58
0.04 -0.27 -0.53
-0.12 -0.44 0.12
0.32 0.04 1.32
-0.13 -0.85 -0.74
0.47 1.29 -1.02
-0.03 -0.35 -0.27
-0.65 0.27 -0.47
0.51 0.01 0.01
0.25 0.31 -0.57
-0.97 -0.49 -0.38
0.01 -0.38 2.20
-0.33 -1.31 -1.18
1.22 -0.12 2.42
0.21 -0.35 -0.35
-0.06 -0.03 0.74
0.06 0.01 -0.09
-0.40 0.63 0.10
-0.65 0.17 -0.44
0.28 1.12 -0.48
0.11 0.03 -0.69
-1.94 -0.17 -0.54
0.97 0.63 0.44
-0.56 0.75 -0.50
0.57 -0.30 0.51
0.23 -0.34 -0.27
0.95 0.78 -0.17
-0.06 0.33 -0.39
-0.86 -0.98 0.57
0.35 -0.63 0.51
-1.02 0.38 -0.15
-1.94 0.15 0.41
1.48 -0.31 0.79
-0.48 -0.12 0.29
0.58 0.54 -0.62
1.31 0.38 -0.08
-0.10 0.60 0.25
0.20 -1.98 -0.86
0.06 0.35 -0.11
-1.12 -1.02 -0.82
0.75 0.90 1.35
0.39 0.52 -0.82
-0.56 0.34 0.23
0.41 -0.61 0.37
-0.02 -0.40 -0.38
-1.36 1.20 -0.36
0.68 -0.54 0.36
0.06 1.08 -0.05
-0.12 -0.63 -0.50
0.19 -0.16 -0.01
0.81 -0.22 0.30
1.13 -1.86 0.06
0.38 -0.20 0.18
-0.56 0.58 -1.06
-0.14 1.68 0.62
-0.51 -0.55 -0.43
-0.57 -0.23 0.52
0.79 -1.13 -0.20
-0.20 -0.29 -0.60
0.59 0.74 -0.82
0.81 0.45 0.58
-0.97 0.10 1.37
-1.08 0.03 -0.36

The calculation puts the gap between HOMO and LUMO at 9.683 eV. Its total energy is -1237.9844 Ha. The SMILES is CCO.CCO.CCO.CCO.CCO.CO.CO.CO.CO. The value obtained for the HOMO energy is -0.3419 Ha. The energy above the lowest of the compared OMol25 structures with the same formula, charge and spin comes out at 80.9 kcal per mole. As for the spin multiplicity: 1. As for the charge: 0.